39
Properties=species:S:1:pos:R:3 method="wB97M-V/def2-TZVPD" homo_lumo_gap_ha=0.2936 relative_energy_kcal_mol=321.49 e_lumo_ev=0.1 e_homo_ev=-7.89
S 0.249 2.788 -3.603
C -0.123 1.896 -2.169
N -0.902 2.143 -1.125
N -0.918 1.330 -0.252
C -0.281 0.455 -0.752
N 0.481 0.783 -1.969
C 1.432 0.089 -2.742
C 0.940 -1.520 -3.026
C 1.828 -2.275 -3.817
C 2.974 -1.623 -4.238
C 3.459 -0.481 -4.041
C 2.495 0.327 -3.364
H 2.524 1.584 -3.098
H 4.279 0.055 -4.394
H 3.575 -2.305 -4.934
H 1.732 -3.146 -3.950
H 0.046 -1.701 -2.539
C 0.329 -0.730 0.099
C 0.557 -0.557 1.634
H 1.683 0.104 1.633
H -0.234 0.193 1.871
S 0.945 -1.863 2.603
C -0.948 -2.311 2.943
C -1.563 -1.046 3.580
C -2.619 -0.484 2.739
C -3.159 0.837 3.494
C -3.070 1.243 4.761
C -2.158 0.058 5.571
C -1.488 -0.771 4.892
H -0.954 -1.474 5.561
H -2.061 0.262 6.593
H -3.545 1.894 5.167
H -3.702 1.519 2.867
H -2.721 -0.278 1.708
H -1.509 -2.436 1.912
H -0.923 -3.283 3.629
H -0.715 -1.600 0.062
H 1.347 -1.219 -0.229
H -1.364 3.065 -1.201

=====

48
Properties=species:S:1:pos:R:3 method="wB97M-V/def2-TZVPD" charge=+2 homo_lumo_gap_ha="0.2883 / 0.1238" e_lumo_ev="-6.2 / -10.7" multiplicity=2 e_homo_ev="-14.05 / -14.05" s2=0.77
La 0.396 1.273 -1.343
C -3.112 0.600 1.503
C -2.238 1.412 0.734
N -1.355 0.635 0.075
N -1.756 -0.716 0.360
C -2.784 -0.723 1.218
B -0.948 -1.918 -0.297
N 0.491 -1.982 0.208
C 1.010 -2.459 1.385
C 2.135 -1.736 1.735
C 2.326 -0.845 0.644
N 1.333 -0.936 -0.275
N -0.976 -1.671 -1.797
C -0.687 -2.738 -2.529
C -0.244 -2.291 -3.805
C -0.327 -0.911 -3.764
N -0.665 -0.526 -2.503
N -1.670 -3.309 0.023
C -2.813 -3.890 -0.532
C -3.474 -4.613 0.438
C -2.698 -4.447 1.590
N -1.688 -3.658 1.360
H -3.859 0.940 2.221
H -2.152 2.525 0.720
H -3.190 -1.620 1.569
H 0.519 -3.196 2.014
H 2.835 -1.927 2.548
H 3.106 -0.125 0.564
H -0.865 -3.742 -2.169
H 0.158 -2.921 -4.603
H -0.308 -0.181 -4.578
H -3.032 -3.764 -1.608
H -4.374 -5.207 0.289
H -2.847 -4.895 2.555
F -0.721 2.942 -1.413
N 2.472 6.205 1.488
C 2.691 4.950 0.969
C 2.972 4.865 -0.453
C 2.911 3.655 -1.073
N 2.492 2.542 -0.468
C 2.227 2.611 0.870
C 2.367 3.749 1.645
H 2.947 6.924 0.975
H 2.506 6.423 2.456
H 3.325 5.795 -0.943
H 3.337 3.524 -2.082
H 2.099 1.674 1.375
H 2.128 3.705 2.702

=====

48
Properties=species:S:1:pos:R:3 method="wB97M-V/def2-TZVPD" homo_lumo_gap_ha="0.2104 / 0.2107" relative_energy_kcal_mol=141.92 e_lumo_ev="-2.2 / -2.2" e_homo_ev="-7.93 / -7.94"
H 1.834 0.880 1.775
N 1.502 -0.397 0.135
B 1.604 -2.197 -1.638
N 2.185 -1.477 -0.387
C 3.326 -1.641 0.309
Zn -0.319 0.596 -0.664
H 4.023 -2.423 0.027
C 3.373 -0.678 1.306
H 4.149 -0.512 2.039
C 2.215 0.067 1.176
H 2.337 -3.047 -2.050
C -2.089 1.285 -1.131
H -1.782 2.023 -0.356
H -3.034 0.828 -1.010
H -1.804 1.745 -2.062
N 1.326 -1.045 -2.679
N 0.190 -2.728 -1.267
N 0.506 0.065 -2.283
N -0.832 -1.845 -0.982
C 1.793 -0.908 -3.939
C -0.283 -3.988 -1.250
H 2.431 -1.670 -4.359
H 0.383 -4.810 -1.482
C 1.286 0.335 -4.451
C -1.625 -3.933 -0.931
C 0.521 0.880 -3.399
C -1.929 -2.579 -0.762
H 1.443 0.757 -5.403
H -2.303 -4.770 -0.837
H -0.045 1.811 -3.333
H -2.864 -2.116 -0.448
H 0.843 1.470 0.371
O 0.147 4.427 1.383
S 0.327 3.481 2.448
O 1.548 3.448 3.210
N 0.003 1.912 1.743
C -1.090 1.345 2.329
S -1.642 -0.131 1.796
C -1.783 2.183 3.310
C -3.027 2.006 3.950
C -3.521 3.012 4.788
C -2.788 4.197 4.987
C -1.570 4.398 4.323
C -1.099 3.389 3.489
H -3.577 1.081 3.766
H -4.481 2.883 5.294
H -3.169 4.971 5.654
H -0.976 5.303 4.432

=====

48
Properties=species:S:1:pos:R:3 method="wB97M-V/def2-TZVPD" charge=+2 homo_lumo_gap_ha="0.3058 / 0.1456" relative_energy_kcal_mol=58.57 e_lumo_ev="-6.2 / -11.0" multiplicity=5 e_homo_ev="-14.52 / -14.93" s2=6.05
H 2.749 -0.043 1.242
N 1.298 -1.468 0.625
B -0.061 -3.596 0.309
N 1.115 -2.807 0.929
C 2.099 -3.218 1.758
Pd -0.030 -0.432 -0.723
H 2.121 -4.243 2.098
C 2.933 -2.133 2.002
H 3.816 -2.117 2.614
C 2.391 -1.056 1.281
H -0.071 -4.752 0.600
C -0.704 0.653 -2.162
H -0.384 1.696 -2.336
H -1.635 0.726 -1.551
H -0.932 0.171 -3.124
N 0.092 -3.366 -1.229
N -1.339 -2.834 0.716
N 0.142 -2.078 -1.754
N -1.465 -1.482 0.429
C 0.263 -4.241 -2.231
C -2.441 -3.249 1.371
H 0.270 -5.291 -2.020
H -2.526 -4.281 1.678
C 0.405 -3.528 -3.418
C -3.296 -2.160 1.512
C 0.323 -2.183 -3.090
C -2.638 -1.073 0.922
H 0.553 -3.921 -4.396
H -4.263 -2.149 1.977
H 0.373 -1.290 -3.712
H -2.945 -0.041 0.856
H 0.760 0.194 -1.886
O -2.142 1.860 0.592
C -0.961 2.244 0.624
N 0.146 1.463 0.358
S 1.576 2.300 0.231
O 2.513 1.982 1.286
O 2.072 2.313 -1.126
C 0.804 3.829 0.621
C 1.414 5.079 0.616
C 0.600 6.196 0.841
C -0.783 6.038 1.055
C -1.365 4.768 1.060
C -0.545 3.651 0.859
H 2.486 5.148 0.438
H 1.046 7.191 0.839
H -1.403 6.922 1.211
H -2.432 4.607 1.208

=====

46
Properties=species:S:1:pos:R:3 method="wB97M-V/def2-TZVPD" homo_lumo_gap_ha=0.3411 e_lumo_ev=0.4 smiles=CCOCCCNc1nc(C(F)(F)F)nc2c1nnn2Cc1ccccc1Cl e_homo_ev=-8.87
C -4.012 3.973 3.843
C -2.977 3.340 2.917
O -1.653 3.762 3.198
C -1.279 5.029 2.693
C -0.851 5.003 1.219
C 0.367 4.104 0.990
N 0.040 2.730 1.273
C 0.035 1.760 0.371
N 0.521 1.978 -0.862
C 0.536 0.987 -1.736
C 1.089 1.357 -3.093
F 1.410 0.287 -3.827
F 0.197 2.062 -3.813
F 2.190 2.114 -3.008
N 0.126 -0.256 -1.609
C -0.367 -0.490 -0.387
C -0.452 0.459 0.650
N -1.035 -0.152 1.713
N -1.290 -1.356 1.397
N -0.909 -1.608 0.138
C -1.023 -2.908 -0.471
C 0.340 -3.545 -0.576
C 1.156 -3.252 -1.662
C 2.427 -3.789 -1.761
C 2.898 -4.634 -0.770
C 2.103 -4.934 0.321
C 0.834 -4.385 0.419
Cl -0.128 -4.762 1.809
H -3.740 3.789 4.879
H -4.078 5.048 3.687
H -4.988 3.536 3.650
H -2.962 2.257 3.066
H -3.234 3.543 1.870
H -2.090 5.754 2.826
H -0.433 5.342 3.311
H -0.608 6.021 0.914
H -1.675 4.652 0.595
H 0.702 4.158 -0.048
H 1.184 4.418 1.649
H -0.402 2.558 2.171
H -1.689 -3.498 0.160
H -1.452 -2.781 -1.469
H 0.792 -2.580 -2.424
H 3.046 -3.546 -2.610
H 3.888 -5.060 -0.842
H 2.462 -5.586 1.102

=====

43
Properties=species:S:1:pos:R:3 method="wB97M-V/def2-TZVPD" charge=+1 homo_lumo_gap_ha="0.2577 / 0.2899" e_lumo_ev="-4.1 / -4.2" multiplicity=5 e_homo_ev="-11.16 / -12.04" s2=6.05
Ru -0.191 0.640 -0.607
O -3.108 -1.350 2.248
C -2.095 -0.858 1.557
O -2.068 -0.770 0.351
C -0.953 -0.406 2.415
C -0.927 -0.533 3.796
C 0.205 -0.099 4.466
C 1.260 0.435 3.742
C 1.141 0.526 2.363
N 0.052 0.114 1.724
C 2.195 1.047 1.419
O 3.308 1.568 1.900
O 2.030 0.972 0.224
H -3.808 -1.633 1.637
H -1.767 -0.964 4.322
H 0.269 -0.182 5.542
H 2.151 0.757 4.266
H 3.325 1.611 2.864
C -2.315 3.571 1.271
C -2.087 3.122 -0.178
C -1.761 4.335 -1.058
C -3.329 2.393 -0.702
N -0.964 2.229 -0.183
H -3.174 4.241 1.323
H -1.441 4.102 1.651
H -2.513 2.711 1.914
H -2.573 5.061 -1.009
H -1.629 4.034 -2.097
H -0.844 4.816 -0.720
H -4.174 3.082 -0.746
H -3.595 1.562 -0.047
H -3.154 1.995 -1.701
F 0.080 -0.765 -6.372
C -0.069 -0.337 -5.115
C -0.867 0.777 -4.888
C -1.030 1.235 -3.594
C -0.398 0.569 -2.545
C 0.402 -0.544 -2.815
C 0.582 -1.018 -4.103
H -1.339 1.261 -5.733
H -1.644 2.105 -3.407
H 0.930 -1.050 -1.992
H 1.203 -1.872 -4.334

=====

47
Properties=species:S:1:pos:R:3 method="wB97M-V/def2-TZVPD" homo_lumo_gap_ha="0.2732 / 0.2758" relative_energy_kcal_mol=30.97 e_lumo_ev="-1.1 / -1.2" multiplicity=5 e_homo_ev="-8.57 / -8.70" s2=6.02
Fe 0.171 -0.694 -0.084
N -4.104 0.509 0.495
C -3.023 0.760 -0.260
N -1.960 0.234 0.305
C -2.455 -0.350 1.447
N -3.758 -0.186 1.577
C -1.588 -1.029 2.379
C -1.984 -1.314 3.688
N -1.163 -1.841 4.570
C 0.072 -2.119 4.150
C 0.470 -1.906 2.844
N -0.346 -1.355 1.940
H -5.066 0.768 0.342
H -3.035 1.333 -1.163
H -2.992 -1.083 4.004
H 0.745 -2.527 4.888
H 1.456 -2.170 2.491
O -2.284 -5.786 -4.405
S -1.942 -5.699 -3.017
O -2.696 -6.508 -2.103
N -1.956 -4.106 -2.509
C -0.784 -3.752 -2.124
S -0.388 -2.173 -1.610
C 0.290 -4.752 -2.203
C 1.618 -4.598 -1.835
C 2.478 -5.663 -2.055
C 2.014 -6.846 -2.618
C 0.676 -7.003 -2.972
C -0.169 -5.941 -2.751
H 1.953 -3.668 -1.394
H 3.522 -5.566 -1.795
H 2.700 -7.663 -2.779
H 0.318 -7.919 -3.418
C 2.067 0.913 -2.364
C 2.589 0.987 -0.913
C 4.093 0.651 -0.899
C 2.397 2.407 -0.343
O 1.853 0.108 -0.142
H 2.584 1.618 -3.009
H 0.997 1.123 -2.369
H 2.214 -0.097 -2.743
H 4.629 1.387 -1.496
H 4.272 -0.337 -1.314
H 4.475 0.678 0.118
H 2.834 3.158 -0.995
H 2.871 2.460 0.634
H 1.334 2.602 -0.218

=====

44
Properties=species:S:1:pos:R:3 method="wB97M-V/def2-TZVPD" homo_lumo_gap_ha=0.2221 relative_energy_kcal_mol=18.33 e_lumo_ev=-0.8 e_homo_ev=-6.80
In 0.178 0.779 -0.353
O -2.062 5.106 0.432
C -1.270 4.133 -0.120
O -1.680 3.364 -0.911
C 0.146 4.151 0.452
C 0.652 5.221 1.163
C 2.049 5.253 1.525
C 2.795 4.128 1.141
C 2.177 3.078 0.428
N 0.903 3.102 0.153
C 3.007 1.942 -0.158
O 4.223 1.964 -0.062
O 2.272 1.016 -0.596
H -2.994 4.964 0.164
H -0.020 6.032 1.460
H 2.447 6.192 2.021
H 3.841 4.013 1.338
N 0.438 -5.982 -1.252
C 0.989 -4.998 -1.150
C 1.622 -3.761 -0.766
C 3.034 -3.832 -0.415
C 3.506 -2.677 0.193
C 2.686 -1.555 0.377
N 1.424 -1.496 -0.010
C 0.903 -2.583 -0.444
H 3.683 -4.664 -0.647
H 4.515 -2.588 0.614
H 3.151 -0.679 0.912
H -0.197 -2.665 -0.621
C -4.564 -1.282 -0.353
Ge -2.574 -1.502 -0.344
C -2.121 -2.820 -1.752
C -2.184 -2.212 1.362
C -1.689 0.103 -0.735
H -4.911 -0.632 0.444
H -4.952 -2.316 -0.123
H -4.847 -0.833 -1.316
H -1.719 -3.774 -1.388
H -1.299 -2.462 -2.370
H -2.927 -3.002 -2.417
H -1.159 -2.582 1.587
H -2.876 -3.084 1.563
H -2.277 -1.453 2.088
H -2.320 0.892 -1.114

=====

48
Properties=species:S:1:pos:R:3 method="wB97M-V/def2-TZVPD" charge=+4 homo_lumo_gap_ha="0.1498 / 0.1571" relative_energy_kcal_mol=34.26 e_lumo_ev="-16.2 / -16.0" e_homo_ev="-20.31 / -20.30"
Pb 0.660 0.527 0.418
C 3.546 -3.663 -0.358
C 3.227 -4.035 -1.656
C 2.126 -3.481 -2.265
C 1.328 -2.521 -1.550
N 1.712 -2.104 -0.337
C 2.742 -2.647 0.265
C 0.018 -2.079 -2.050
C -0.584 -2.718 -3.164
C -1.879 -2.382 -3.509
C -2.576 -1.470 -2.740
C -1.918 -0.866 -1.638
N -0.644 -1.152 -1.360
C -2.660 -0.039 -0.689
C -4.039 0.279 -0.887
C -4.777 0.792 0.160
C -4.166 0.975 1.391
C -2.761 0.749 1.478
N -2.051 0.303 0.469
H 4.377 -4.106 0.181
H 3.822 -4.778 -2.173
H 1.851 -3.788 -3.265
H 2.977 -2.310 1.270
H -0.072 -3.484 -3.730
H -2.359 -2.860 -4.354
H -3.608 -1.249 -2.974
H -4.524 0.084 -1.835
H -5.828 1.020 0.031
H -4.719 1.311 2.261
H -2.232 0.958 2.402
I 2.172 1.367 -2.479
C 4.024 1.679 -1.439
I 3.867 1.391 0.688
H 4.324 2.705 -1.620
H 4.756 0.985 -1.833
N -0.012 3.676 0.790
N -0.106 3.897 2.168
C 0.190 2.951 3.090
N 0.191 3.277 4.361
N 0.461 1.706 2.631
N 0.910 0.711 3.436
O 1.203 -0.318 2.785
O 1.013 0.824 4.629
H 0.726 4.266 0.414
H -0.883 3.969 0.360
H -0.276 4.844 2.477
H 0.028 4.220 4.689
H 0.423 2.585 5.061

=====

38
Properties=species:S:1:pos:R:3 method="wB97M-V/def2-TZVPD" homo_lumo_gap_ha=0.3323 relative_energy_kcal_mol=3.60 e_lumo_ev=0.7 smiles=OCCCc1nc2ccccc2n1Cc1ccccc1 e_homo_ev=-8.34
O -4.920 -1.626 -1.187
C -4.074 -1.116 -0.184
C -2.932 -2.076 0.155
C -1.997 -1.492 1.222
C -1.362 -0.222 0.776
N -1.762 0.952 1.171
C -0.958 1.861 0.532
C -0.941 3.250 0.586
C 0.002 3.906 -0.177
C 0.912 3.213 -0.977
C 0.912 1.834 -1.046
C -0.035 1.169 -0.285
N -0.321 -0.165 -0.115
C 0.422 -1.237 -0.720
C 1.874 -1.216 -0.301
C 2.222 -0.910 1.008
C 3.550 -0.889 1.392
C 4.544 -1.180 0.473
C 4.204 -1.491 -0.832
C 2.875 -1.506 -1.218
H -5.327 -2.439 -0.868
H -3.675 -0.181 -0.582
H -4.643 -0.882 0.726
H -3.350 -3.017 0.528
H -2.381 -2.295 -0.762
H -2.575 -1.263 2.119
H -1.232 -2.228 1.482
H -1.644 3.782 1.206
H 0.042 4.986 -0.158
H 1.634 3.770 -1.555
H 1.622 1.301 -1.661
H 0.351 -1.155 -1.811
H -0.028 -2.189 -0.423
H 1.450 -0.678 1.728
H 3.809 -0.644 2.411
H 5.581 -1.161 0.773
H 4.975 -1.716 -1.554
H 2.613 -1.743 -2.240

=====

40
Properties=species:S:1:pos:R:3 method="wB97M-V/def2-TZVPD" homo_lumo_gap_ha=0.3236 relative_energy_kcal_mol=0.00 e_lumo_ev=0.3 smiles="Cc1nc(SCc2ccc(C(=O)O)cc2)nc2c1CCCC2" e_homo_ev=-8.52
C 0.101 -0.045 -2.709
C 0.542 -0.644 -1.415
N 1.806 -0.435 -1.070
C 2.211 -0.955 0.074
S 3.816 -0.491 0.643
C 3.735 1.309 0.237
C 2.340 1.808 0.411
C 1.681 2.438 -0.639
C 0.336 2.734 -0.549
C -0.377 2.388 0.596
C -1.837 2.567 0.688
O -2.516 2.232 1.628
O -2.381 3.128 -0.408
C 0.294 1.815 1.677
C 1.641 1.540 1.588
N 1.516 -1.743 0.864
C 0.245 -1.956 0.539
C -0.324 -1.371 -0.593
C -1.777 -1.532 -0.925
C -2.576 -2.041 0.271
C -1.873 -3.248 0.884
C -0.542 -2.810 1.482
H -0.640 0.732 -2.526
H -0.352 -0.804 -3.345
H 0.957 0.391 -3.214
H 4.433 1.768 0.938
H 4.087 1.450 -0.783
H 2.221 2.664 -1.546
H -0.177 3.204 -1.374
H -3.338 3.223 -0.281
H -0.267 1.571 2.566
H 2.153 1.064 2.411
H -1.873 -2.235 -1.760
H -2.179 -0.573 -1.263
H -2.656 -1.250 1.020
H -3.585 -2.307 -0.049
H -1.703 -4.000 0.109
H -2.495 -3.699 1.659
H -0.717 -2.221 2.387
H 0.071 -3.665 1.773